ORCA calculation (wB97M-V/def2-TZVPD) on a structure of composition C41H41FHgP2 in a non-equilibrium geometry.

E	-68637.966	eV
HOMO-LUMO gap (spin up / spin down)	0.1761 / 0.1761	Eh
E_HOMO (spin up / spin down)	-5.2903 / -5.2909	eV

Each line ends with the Mulliken charge.
Geometry (Å):
Hg -0.47 -2.82 -3.14  0.6185
C -2.03 -1.53 -3.81  -0.2613
C -1.74 -1.00 -2.52  -1.2510
C -2.39 -1.38 -1.22  0.5689
C -2.38 -2.87 -0.78  0.5415
C -1.59 -3.84 -1.66  -0.7555
C -2.05 -4.25 -2.97  -0.7519
C -3.37 -3.72 -3.53  -0.8083
C -3.34 -2.26 -4.05  -0.9010
C 2.09 -0.11 3.00  -1.5015
H -1.67 -0.98 -4.69  0.4015
H -1.32 0.00 -2.47  0.7824
H -3.42 -1.00 -1.14  0.4030
H -1.82 -0.80 -0.45  -0.7008
H -1.89 -2.92 0.22  -0.9723
H -3.43 -3.19 -0.61  0.5167
H -0.92 -4.49 -1.10  0.7358
H -1.69 -5.20 -3.37  0.5828
H -4.14 -3.81 -2.76  0.3178
H -3.68 -4.40 -4.34  0.3827
H -3.55 -2.30 -5.12  0.3804
H -4.19 -1.73 -3.59  0.3229
H 2.68 0.81 2.29  0.0847
H 2.61 -1.05 2.82  0.6269
H 2.19 0.12 4.06  0.4017
P -0.18 1.84 -1.35  -0.3322
P 0.38 -0.32 2.59  2.1812
C 0.36 0.91 0.06  -0.5200
C -0.21 0.75 1.30  -0.1606
C -0.74 3.55 -1.32  0.2631
C -1.97 3.96 -1.91  -0.4466
C -2.31 5.30 -1.99  -0.6467
C -1.44 6.27 -1.47  -0.3798
C -0.26 5.89 -0.81  -0.6290
C 0.08 4.54 -0.72  0.0473
C 0.90 0.96 -2.56  -0.1303
C 0.94 -0.33 -3.18  -1.0924
C 2.09 -1.13 -3.02  -0.4363
C 3.33 -0.47 -2.95  -0.8299
C 3.31 0.93 -2.86  -0.6399
C 2.14 1.63 -2.59  -0.1483
C -0.68 0.18 3.99  -0.1115
C -1.40 1.39 3.96  -0.4194
C -2.22 1.77 5.01  -0.7368
C -2.29 0.99 6.17  -0.4414
C -1.52 -0.18 6.25  -0.7605
C -0.74 -0.59 5.17  -0.3434
C 0.10 -2.10 2.29  0.2085
C 1.12 -2.88 1.70  -0.2128
C 1.05 -4.27 1.70  -0.7524
C -0.10 -4.93 2.17  -0.5571
C -1.17 -4.16 2.62  -0.5022
C -1.08 -2.76 2.68  -0.5125
H 1.20 0.26 -0.16  -0.0008
H -1.16 1.26 1.47  0.4572
H -2.67 3.21 -2.30  0.4397
H -3.24 5.63 -2.47  0.3727
H -1.68 7.33 -1.56  0.3643
H 0.39 6.65 -0.37  0.4021
H 1.00 4.25 -0.22  0.1886
H 0.26 -0.56 -4.00  1.5000
H 2.05 -2.23 -3.03  0.3103
H 4.29 -1.00 -3.00  0.3673
H 4.25 1.49 -2.93  0.6507
H 2.15 2.70 -2.40  0.5001
H -1.32 2.07 3.11  0.3747
H -2.80 2.70 4.93  0.3881
H -2.92 1.30 7.00  0.3719
H -1.54 -0.77 7.17  0.3799
H -0.16 -1.51 5.24  0.4348
H 2.00 -2.39 1.28  0.3570
H 1.89 -4.87 1.34  0.3982
H -0.15 -6.02 2.17  0.3790
H -2.09 -4.66 2.93  0.4106
H -1.94 -2.19 3.06  0.4201
F 5.53 3.50 -1.48  -0.4086
C 4.83 2.85 -0.49  0.4949
C 5.03 1.48 -0.34  -0.7649
C 4.21 0.81 0.58  -0.2269
C 3.32 1.50 1.40  0.1369
C 3.16 2.87 1.22  -0.4608
C 3.92 3.57 0.27  -0.6528
H 5.74 0.94 -0.97  0.4862
H 4.26 -0.28 0.64  0.3587
H 2.42 3.43 1.80  0.3820
H 3.81 4.65 0.11  0.4663

ORCA calculation (wB97M-V/def2-TZVPD) on a structure of composition C27H74B2N4NaOSn in a non-equilibrium geometry.

net charge	+1
E	-48784.902	eV
HOMO-LUMO gap	0.0730	Eh
E_HOMO	-9.5551	eV

Each line ends with the Mulliken charge.
Geometry (Å):
Na 3.65 -3.31 0.43  0.8173
Sn -2.09 -2.38 3.65  1.3651
B 1.38 -0.28 1.26  0.1435
H 2.14 0.25 0.71  -0.1430
H 1.12 -1.12 0.65  -0.2139
H 1.86 -0.65 2.16  -0.2316
H 0.58 0.42 1.44  -0.2259
B 1.10 -5.43 2.03  0.2289
H 0.86 -5.04 1.05  -0.2568
H 1.29 -4.61 2.70  -0.2804
H 0.23 -5.97 2.37  -0.1975
H 1.95 -6.08 1.92  -0.2271
C 2.39 -0.62 6.74  -1.2086
C 1.10 -0.43 7.59  -0.4192
N 0.04 0.50 7.21  -0.1062
C 0.65 1.80 6.67  -0.6630
C 1.30 2.69 7.67  -1.0508
C -0.92 0.60 8.33  -0.5400
C -2.05 1.61 8.00  -1.2604
H 2.36 -1.26 5.86  0.3073
H 3.14 -1.02 7.42  0.3491
H 2.83 0.30 6.35  0.2961
H 0.70 -1.44 7.71  0.4323
H 1.49 -0.21 8.58  0.3353
H 1.38 1.63 5.88  0.3780
H -0.13 2.34 6.13  0.3938
H 2.36 2.47 7.79  0.3136
H 1.30 3.76 7.47  0.4025
H 0.87 2.76 8.67  0.2819
H -0.31 0.91 9.18  0.3920
H -1.40 -0.32 8.65  0.4887
H -2.66 1.50 8.90  0.4132
H -2.56 1.29 7.10  0.2924
H -1.83 2.67 7.88  0.2940
C 3.29 -5.77 -3.81  -1.2328
C 4.19 -4.67 -4.38  -0.3669
N 3.71 -3.50 -3.59  0.0571
C 4.50 -2.34 -3.88  -0.4860
C 5.88 -2.14 -3.19  -1.3028
C 2.32 -3.13 -3.96  -0.5814
C 2.03 -3.05 -5.53  -1.1274
H 3.71 -6.74 -4.07  0.3993
H 2.37 -5.71 -4.41  0.2857
H 3.13 -5.91 -2.74  0.2734
H 5.26 -4.75 -4.16  0.4861
H 3.98 -4.71 -5.45  0.2546
H 4.01 -1.46 -3.46  0.3838
H 4.66 -2.30 -4.95  0.2288
H 5.83 -2.73 -2.28  0.2350
H 6.28 -1.12 -3.17  0.3992
H 6.63 -2.69 -3.76  0.3328
H 1.60 -3.81 -3.50  0.3679
H 2.14 -2.18 -3.46  0.4465
H 1.67 -4.01 -5.91  0.3079
H 1.29 -2.31 -5.82  0.3490
H 2.86 -2.78 -6.17  0.3209
C 2.30 7.87 -4.39  -1.4316
C 1.82 6.48 -3.96  -0.2482
N 2.49 5.36 -4.74  -0.1060
C 3.89 5.08 -4.38  -0.6897
C 4.26 4.82 -2.85  -1.0258
C 1.79 4.09 -4.49  -0.3029
C 0.43 4.00 -5.11  -1.4276
H 3.12 8.21 -3.74  0.2990
H 1.52 8.57 -4.11  0.4476
H 2.48 7.99 -5.46  0.3361
H 1.99 6.26 -2.91  0.3232
H 0.74 6.45 -4.10  0.3159
H 4.32 4.31 -5.03  0.4366
H 4.42 5.96 -4.74  0.3966
H 5.34 4.65 -2.90  0.3886
H 4.01 5.56 -2.10  0.2901
H 3.92 3.86 -2.45  0.2827
H 1.65 4.08 -3.41  0.2933
H 2.29 3.21 -4.88  0.3680
H -0.30 4.72 -4.75  0.3158
H 0.02 3.00 -4.97  0.3981
H 0.45 4.12 -6.20  0.3403
C -7.38 -2.85 0.92  -1.3333
C -6.30 -3.84 0.39  -0.3746
N -5.10 -3.19 -0.14  -0.0678
C -5.46 -2.11 -1.11  -0.5538
C -4.26 -1.53 -1.91  -1.3673
C -4.27 -4.24 -0.88  -0.7674
C -4.89 -4.85 -2.14  -1.0166
H -8.23 -3.46 1.20  0.4458
H -7.84 -2.21 0.17  0.3674
H -7.03 -2.31 1.81  0.2585
H -6.01 -4.45 1.25  0.3856
H -6.84 -4.54 -0.25  0.2685
H -6.28 -2.29 -1.81  0.3767
H -5.82 -1.22 -0.59  0.5711
H -3.54 -1.19 -1.17  0.3321
H -3.75 -2.24 -2.56  0.3023
H -4.61 -0.65 -2.45  0.4084
H -4.03 -4.94 -0.08  0.4532
H -3.27 -3.83 -1.04  0.4264
H -5.18 -4.12 -2.90  0.2825
H -5.86 -5.31 -1.98  0.2911
H -4.23 -5.59 -2.58  0.3814
C -5.07 4.51 1.81  -1.0627
C -3.84 3.64 1.70  0.7777
O -3.83 2.51 2.23  -0.5921
C -2.62 4.34 1.06  -1.0106
H -5.84 4.04 2.43  0.2945
H -5.41 4.81 0.82  0.3262
H -4.80 5.44 2.31  0.3282
H -2.89 5.15 0.39  0.3152
H -2.03 3.60 0.52  0.3345
H -1.90 4.74 1.78  0.2874

ORCA calculation (wB97M-V/def2-TZVPD) on an isolated molecule of C20H31N3O4S in a non-equilibrium geometry.

E	-44740.453	eV
energy above the lowest of the compared OMol25 structures with the same formula, charge and spin	85.89	kJ/mol
HOMO-LUMO gap	0.3402	Eh
structure (SMILES)	CCCCNC(=O)[C@H]1CC[C@H](CNS(=O)(=O)c2ccc(NC(C)=O)cc2)CC1
E_HOMO	-8.6968	eV

Each line ends with the natural charge from an NBO analysis.
Geometry (Å):
C -5.01 -1.06 -2.24  -0.6215
C -4.82 -2.31 -1.38  -0.3967
C -5.40 -2.17 0.02  -0.3993
H -6.47 -1.97 -0.04  0.2070
H -5.27 -3.12 0.55  0.1954
C -4.75 -1.05 0.84  -0.2299
N -3.33 -1.22 0.97  -0.6153
C -2.43 -0.40 0.40  0.7127
O -2.75 0.60 -0.22  -0.6821
C -0.97 -0.81 0.55  -0.3249
C -0.54 -1.12 1.98  -0.3909
C 0.97 -1.30 2.01  -0.4001
C 1.44 -2.42 1.07  -0.2263
C 0.86 -2.25 -0.34  -0.4026
C -0.65 -2.02 -0.33  -0.3803
H -1.16 -2.91 0.05  0.1892
H -0.99 -1.84 -1.35  0.2148
H 1.09 -3.14 -0.93  0.2130
H 1.35 -1.41 -0.82  0.2118
C 2.98 -2.47 1.00  -0.2217
N 3.58 -1.15 0.95  -0.8892
S 3.96 -0.42 -0.51  2.3138
O 5.21 0.26 -0.30  -0.9383
O 3.86 -1.37 -1.58  -0.9425
C 2.65 0.77 -0.65  -0.3699
C 1.79 0.75 -1.74  -0.1840
C 0.64 1.52 -1.71  -0.2703
C 0.35 2.31 -0.60  0.2725
C 1.28 2.41 0.44  -0.2772
C 2.42 1.63 0.41  -0.1556
H 3.13 1.65 1.22  0.2335
H 1.07 3.06 1.27  0.2651
N -0.89 2.93 -0.56  -0.6269
C -1.47 3.62 0.48  0.6989
O -0.88 3.97 1.48  -0.6008
C -2.94 3.88 0.23  -0.7235
H -3.44 2.92 0.11  0.2545
H -3.07 4.46 -0.68  0.2258
H -3.36 4.41 1.07  0.2377
H -1.53 2.63 -1.28  0.4108
H -0.06 1.47 -2.53  0.2173
H 2.02 0.10 -2.57  0.2471
H 4.36 -1.02 1.58  0.4160
H 3.28 -3.03 0.11  0.2160
H 3.36 -2.98 1.89  0.2068
H 1.10 -3.38 1.47  0.1981
H 1.30 -1.54 3.03  0.2066
H 1.45 -0.37 1.72  0.2214
H -1.03 -2.02 2.35  0.1824
H -0.82 -0.29 2.64  0.2195
H -0.39 0.04 0.19  0.2319
H -3.00 -2.06 1.42  0.3932
H -5.20 -1.03 1.84  0.1962
H -4.91 -0.09 0.36  0.2300
H -5.30 -3.16 -1.87  0.2037
H -3.75 -2.54 -1.32  0.1960
H -6.06 -0.77 -2.25  0.1979
H -4.69 -1.26 -3.26  0.2101
H -4.42 -0.24 -1.85  0.2232

ORCA calculation (wB97M-V/def2-TZVPD) on a cluster of 10 separate species, C42H58F28NO21 in total in a non-equilibrium geometry.

net charge	+1
E	-165059.278	eV
HOMO-LUMO gap	0.2826	Eh
E_HOMO	-12.1010	eV

Each line ends with the Mulliken charge.
Geometry (Å):
C 2.74 -2.40 7.25  -0.9823
C 1.96 -2.14 5.82  -0.0678
O 1.07 -0.94 5.88  -0.3474
C -0.30 -1.51 5.92  -0.1918
C -1.46 -0.37 6.28  -0.2933
O -2.02 -0.76 7.59  -0.2133
N -3.29 -1.19 7.50  0.0163
C -3.46 -2.50 6.75  -0.5014
C -2.63 -3.77 7.40  0.5286
O -1.85 -3.69 8.49  -0.4115
F -2.77 -5.08 6.66  -0.1905
H 3.89 -2.51 6.97  0.3016
H 2.55 -1.56 8.06  0.2703
H 2.37 -3.44 7.68  0.2610
H 1.34 -3.12 5.57  0.1903
H 2.69 -1.97 4.91  0.2830
H -0.28 -2.31 6.81  0.2974
H -0.57 -2.12 4.96  0.2491
H -0.95 0.69 6.27  0.0442
H -2.22 -0.40 5.39  0.3091
H -3.94 -0.44 7.15  0.1912
H -3.60 -1.39 8.50  0.4394
H -3.19 -2.46 5.61  0.3449
H -4.62 -2.76 6.82  0.4894
C 3.13 -1.57 -0.87  -1.0275
C 2.40 -2.90 -0.88  -0.2465
O 2.84 -3.71 0.22  -0.3080
C 2.24 -3.45 1.43  0.4089
O 1.40 -2.58 1.61  -0.5357
C 2.75 -4.42 2.50  0.7460
F 4.11 -4.58 2.46  -0.2546
F 2.22 -5.67 2.36  -0.2598
F 2.46 -4.02 3.77  -0.1803
H 4.21 -1.72 -0.86  0.3046
H 2.86 -0.98 -1.75  0.3899
H 2.88 -0.99 0.02  0.2992
H 2.66 -3.44 -1.79  0.3302
H 1.32 -2.77 -0.87  0.2979
C 2.70 3.44 6.85  -1.2953
C 2.00 2.52 5.87  0.3087
O 1.66 3.23 4.67  -0.2809
C 2.67 3.37 3.75  0.1445
O 3.81 2.93 3.91  -0.5177
C 2.16 4.09 2.50  1.0933
F 1.40 5.18 2.80  -0.2585
F 1.38 3.29 1.73  -0.2853
F 3.17 4.54 1.70  -0.2349
H 2.10 4.33 7.05  0.3123
H 2.89 2.92 7.80  0.3973
H 3.66 3.78 6.45  0.3447
H 1.06 2.17 6.31  -0.0208
H 2.60 1.63 5.65  0.2928
C -2.97 -7.18 4.27  -0.9914
C -4.37 -7.75 4.08  -0.2548
O -5.16 -6.88 3.26  -0.3208
C -4.97 -7.00 1.90  0.3890
O -4.19 -7.78 1.39  -0.5107
C -5.91 -6.05 1.15  0.8880
F -5.94 -4.80 1.69  -0.2588
F -7.20 -6.50 1.15  -0.2496
F -5.56 -5.89 -0.16  -0.2214
H -3.02 -6.16 4.66  0.1757
H -2.39 -7.80 4.96  0.3978
H -2.43 -7.13 3.32  0.3434
H -4.87 -7.81 5.05  0.3289
H -4.34 -8.76 3.67  0.3272
C -5.81 -8.51 -1.72  -0.5654
C -4.54 -8.62 -2.53  -0.2577
O -4.72 -9.52 -3.63  -0.3138
C -5.33 -9.01 -4.74  0.3786
O -5.72 -7.85 -4.83  -0.5146
C -5.41 -10.06 -5.85  0.8364
F -5.82 -11.28 -5.39  -0.2374
F -4.20 -10.27 -6.45  -0.2429
F -6.27 -9.72 -6.85  -0.2341
H -6.15 -9.50 -1.39  0.3458
H -5.66 -7.88 -0.83  -0.2298
H -6.62 -8.07 -2.31  0.3647
H -3.74 -9.03 -1.90  0.3185
H -4.20 -7.64 -2.88  0.3233
C 0.45 5.10 -0.65  -0.5284
C -0.94 4.53 -0.84  -0.2686
O -1.73 5.40 -1.66  -0.3299
C -1.55 5.29 -3.02  0.4145
O -0.76 4.50 -3.53  -0.5173
C -2.49 6.23 -3.77  0.8411
F -2.52 7.48 -3.23  -0.2462
F -3.77 5.78 -3.77  -0.2649
F -2.14 6.39 -5.08  -0.2914
H 0.40 6.12 -0.26  0.3521
H 1.03 4.48 0.04  -0.1687
H 0.99 5.15 -1.60  0.3219
H -1.44 4.47 0.13  0.3045
H -0.91 3.52 -1.26  0.3188
C -8.33 3.54 8.63  -1.0801
C -8.50 2.60 7.45  -0.1971
O -7.44 2.79 6.49  -0.2876
C -6.26 2.14 6.77  0.4064
O -6.09 1.44 7.77  -0.5643
C -5.24 2.37 5.66  0.8741
F -5.19 3.68 5.27  -0.2331
F -5.53 1.65 4.54  -0.2579
F -3.97 2.03 6.02  -0.2531
H -8.24 4.58 8.29  0.3092
H -9.17 3.46 9.31  0.3672
H -7.41 3.31 9.18  0.3058
H -9.44 2.84 6.93  0.3276
H -8.57 1.56 7.76  0.2963
C -1.39 4.63 -7.12  -0.8772
C 0.06 5.07 -7.17  -0.1684
O 0.85 4.13 -7.92  -0.3210
C 0.81 4.27 -9.28  0.4084
O 0.14 5.12 -9.87  -0.5154
C 1.72 3.24 -9.95  0.8326
F 1.59 1.99 -9.42  -0.2487
F 3.04 3.57 -9.83  -0.2328
F 1.49 3.11 -11.29  -0.2491
H -1.47 3.61 -6.73  0.2928
H -1.97 5.30 -6.48  0.1593
H -1.84 4.63 -8.12  0.4077
H 0.48 5.09 -6.15  0.2810
H 0.17 6.08 -7.58  0.3211
C 3.86 6.23 -11.05  -0.8585
C 4.53 7.11 -12.09  -0.4115
O 5.13 8.26 -11.47  -0.3058
C 6.36 8.07 -10.90  0.3699
O 6.95 7.00 -10.89  -0.5136
C 6.89 9.39 -10.33  0.8405
F 5.95 10.07 -9.62  -0.2398
F 7.32 10.23 -11.30  -0.2431
F 7.95 9.21 -9.48  -0.2369
H 3.14 6.81 -10.46  0.2907
H 3.34 5.40 -11.53  0.2578
H 4.60 5.83 -10.34  0.3440
H 3.78 7.48 -12.79  0.3609
H 5.28 6.55 -12.67  0.3290
C 9.82 -2.41 -0.88  -1.0810
C 9.57 -1.81 -2.25  -0.1987
O 8.32 -1.11 -2.28  -0.3155
C 8.33 0.17 -1.78  0.3472
O 9.33 0.71 -1.32  -0.5109
C 6.95 0.81 -1.91  0.8436
F 5.94 -0.02 -1.53  -0.2109
F 6.68 1.18 -3.20  -0.2580
F 6.82 1.94 -1.16  -0.2375
H 8.98 -3.04 -0.57  0.2842
H 10.73 -3.01 -0.88  0.3719
H 9.92 -1.62 -0.12  0.3092
H 9.50 -2.62 -2.99  0.3157
H 10.39 -1.16 -2.57  0.3213

What is the E in the third record? -44740.453 eV

Which of these has the lowest E? C42H58F28NO21